102
Properties=species:S:1:pos:R:3 method="wB97M-V/def2-TZVPD" orbital_gap_ev=8.44 total_energy_ev=-112320.719 total_charge=0
N 4.199 1.933 -0.385
C 4.496 2.808 -1.248
N 5.788 3.421 -1.220
N 3.655 3.219 -2.297
C 2.460 3.981 -1.822
C 2.803 5.443 -1.536
C 1.720 6.255 -0.780
C 0.740 5.412 0.036
C -0.403 4.823 -0.761
C -0.987 5.432 -1.835
C -2.039 4.796 -2.552
C -2.521 3.568 -2.214
C -1.921 2.926 -1.104
N -2.257 1.698 -0.646
S -1.270 1.434 0.580
N -0.417 2.778 0.639
C -0.877 3.534 -0.375
H 3.264 1.570 -0.569
H 5.765 4.198 -0.570
H 6.398 2.723 -0.810
H 4.179 3.846 -2.897
H 2.089 3.448 -0.955
H 1.704 3.926 -2.601
H 3.760 5.512 -1.026
H 2.937 5.916 -2.509
H 2.239 6.899 -0.072
H 1.229 6.931 -1.469
H 0.322 6.037 0.824
H 1.291 4.626 0.540
H -0.673 6.403 -2.173
H -2.443 5.317 -3.408
H -3.302 3.088 -2.777
C -7.144 0.987 -1.389
C -6.019 0.241 -2.071
O -6.502 -0.494 -3.215
C -6.655 0.203 -4.328
O -6.435 1.368 -4.479
C -7.133 -0.725 -5.458
F -8.117 -1.530 -5.043
F -6.119 -1.492 -5.881
F -7.580 -0.019 -6.491
H -7.950 0.300 -1.127
H -6.782 1.469 -0.482
H -7.568 1.751 -2.041
H -5.600 -0.501 -1.396
H -5.210 0.906 -2.369
C 0.328 -5.066 3.676
C -0.598 -3.870 3.637
O 0.139 -2.638 3.484
C 0.513 -2.334 2.252
O 0.308 -2.968 1.261
C 1.231 -0.975 2.256
F 2.119 -0.886 3.249
F 0.330 0.011 2.416
F 1.871 -0.765 1.110
H 1.078 -4.941 4.458
H -0.239 -5.970 3.872
H 0.855 -5.185 2.731
H -1.134 -3.772 4.579
H -1.339 -3.960 2.845
C -2.400 -11.791 3.985
C -2.058 -10.833 2.866
O -1.201 -9.771 3.330
C 0.088 -10.063 3.419
O 0.606 -11.106 3.158
C 0.865 -8.819 3.882
F 0.252 -8.216 4.909
F 0.961 -7.937 2.874
F 2.093 -9.138 4.272
H -2.837 -11.254 4.827
H -3.111 -12.539 3.637
H -1.509 -12.304 4.348
H -2.956 -10.341 2.498
H -1.593 -11.345 2.024
C -3.433 1.504 5.507
C -4.838 1.005 5.762
O -5.453 0.564 4.534
C -5.132 -0.656 4.132
O -4.399 -1.422 4.681
C -5.887 -0.986 2.834
F -5.827 0.027 1.960
F -7.177 -1.231 3.096
F -5.376 -2.064 2.247
H -3.441 2.282 4.743
H -2.999 1.910 6.420
H -2.793 0.699 5.149
H -5.467 1.810 6.135
H -4.857 0.204 6.499
C 7.691 2.138 -4.373
C 7.837 3.023 -5.591
O 8.774 4.092 -5.354
C 10.055 3.782 -5.480
O 10.508 2.715 -5.767
C 10.914 5.034 -5.238
F 10.501 5.709 -4.159
F 10.837 5.855 -6.295
F 12.189 4.705 -5.060
H 7.419 2.731 -3.499
H 6.922 1.386 -4.540
H 8.627 1.628 -4.145
H 6.892 3.510 -5.821
H 8.136 2.453 -6.470

---

24
Properties=species:S:1:pos:R:3 method="wB97M-V/def2-TZVPD" smiles=CB(O)c1ccccc1C.O orbital_gap_ev=9.32 total_energy_ev=-13277.087 total_charge=0
C -2.015 2.098 -0.323
B -0.445 1.088 -0.782
O -0.201 1.353 -2.144
C 0.853 -0.018 -0.354
C 1.855 -0.075 -1.268
C 3.018 -0.781 -0.991
C 3.044 -1.584 0.213
C 1.992 -1.577 1.093
C 0.890 -0.749 0.834
C -0.095 -0.465 1.912
H -2.514 2.262 -1.306
H -1.795 3.018 0.167
H -2.676 1.451 0.419
H -0.678 2.025 -2.565
H 1.874 0.623 -2.115
H 3.926 -0.712 -1.649
H 3.735 -2.517 0.130
H 1.943 -2.230 1.901
H 0.358 -0.243 2.878
H -0.746 -1.327 2.347
H -0.930 0.230 1.647
O -2.725 -1.427 -0.735
H -2.468 -0.831 -0.079
H -2.062 -1.165 -1.446

---

22
Properties=species:S:1:pos:R:3 method="wB97M-V/def2-TZVPD" orbital_gap_ev="7.40 / 7.64" total_energy_ev=-18315.742 total_charge=0
C -0.325 -0.409 2.348
C -0.875 -0.887 -0.041
C -0.509 0.865 1.608
C -1.100 0.524 0.216
C -2.472 0.907 -0.195
C 1.749 -0.045 -1.632
C 2.482 0.479 -0.660
S -0.427 -1.745 1.377
H 0.176 -0.449 3.227
H -1.404 -1.303 -0.874
H -0.952 1.644 2.182
H 0.512 1.340 1.530
H -0.419 1.064 -0.412
H -2.581 1.940 -0.433
H -3.343 0.731 0.445
H -2.766 0.320 -1.012
H 1.014 -0.720 -1.254
H 1.498 0.527 -2.540
H 2.095 -3.422 -1.471
H 2.261 0.116 0.313
H 3.228 1.214 -0.810
H 2.156 -2.690 -1.914

---

21
Properties=species:S:1:pos:R:3 method="wB97M-V/def2-TZVPD" smiles="CN1C(=O)CCC(=O)N1C(N)=O" orbital_gap_ev=10.22 total_energy_ev=-16979.524 total_charge=0
C -0.843 2.066 -0.874
N -0.743 0.740 -0.270
C -1.778 0.164 0.443
O -2.692 0.883 0.801
C -1.489 -1.286 0.763
C -0.618 -1.951 -0.369
C 0.736 -1.281 -0.238
O 1.760 -1.889 -0.126
N 0.781 0.106 -0.279
C 1.783 0.856 0.256
N 2.959 0.258 0.448
O 1.590 2.038 0.572
H -1.883 2.350 -0.757
H -0.260 2.907 -0.491
H -0.553 1.888 -1.926
H -1.172 -1.456 1.753
H -2.450 -1.631 0.699
H -1.052 -1.786 -1.416
H -0.579 -2.986 -0.259
H 2.915 -0.861 0.378
H 3.587 0.870 0.892

---

Repeat the fourth record exactly.
21
Properties=species:S:1:pos:R:3 method="wB97M-V/def2-TZVPD" smiles="CN1C(=O)CCC(=O)N1C(N)=O" orbital_gap_ev=10.22 total_energy_ev=-16979.524 total_charge=0
C -0.843 2.066 -0.874
N -0.743 0.740 -0.270
C -1.778 0.164 0.443
O -2.692 0.883 0.801
C -1.489 -1.286 0.763
C -0.618 -1.951 -0.369
C 0.736 -1.281 -0.238
O 1.760 -1.889 -0.126
N 0.781 0.106 -0.279
C 1.783 0.856 0.256
N 2.959 0.258 0.448
O 1.590 2.038 0.572
H -1.883 2.350 -0.757
H -0.260 2.907 -0.491
H -0.553 1.888 -1.926
H -1.172 -1.456 1.753
H -2.450 -1.631 0.699
H -1.052 -1.786 -1.416
H -0.579 -2.986 -0.259
H 2.915 -0.861 0.378
H 3.587 0.870 0.892